{"formula": "C5H6N", "method": "the ωB97M-V functional and the def2-TZVPD basis", "symbols": ["C", "C", "C", "C", "C", "N", "H", "H", "H", "H", "H", "H"], "coordinates": [[1.5728, -2.4107, -1.0251], [1.9698, -3.5192, -0.9872], [-0.8258, 1.6779, 0.5065], [-0.9707, 0.1869, 1.0666], [-0.2099, 0.5226, -0.1776], [0.7834, 0.0385, -0.8394], [-1.8434, 1.9008, 0.0940], [-0.1000, 2.3749, 0.9284], [-0.6489, -0.1892, 1.9992], [-1.8597, -0.2409, 0.8883], [0.8280, -0.9874, -0.8947], [1.3043, 0.6458, -1.5589]], "forces_ev_per_angstrom": [[-0.94, 3.10, -0.22], [1.31, -3.96, 0.15], [-0.81, -1.99, -0.82], [2.52, 2.26, -1.74], [0.73, -0.58, 2.59], [-0.85, 3.12, -1.44], [1.30, 0.69, 0.39], [-0.65, 0.17, -0.08], [1.50, -0.20, 0.63], [-3.59, -0.92, -0.86], [0.41, -0.32, 0.05], [-0.93, -1.39, 1.35]], "relative_energy_kj_mol": 1073.3, "charge": 1, "energy_ha": -248.20689}